# C2H6N2O

A 2-piece molecular cluster, C2H6N2O overall at a distorted geometry (ωB97M-V/def2-TZVPD, OMol25).

As for the HOMO energy: -9.79 eV. Its SMILES is [H]/N=C/N.C=O. For the frontier orbital gap, the calculation gives 0.3703 hartree.

Each line ends with the Löwdin charge.
Cartesian coordinates (Å):
H 1.25788 0.00786 -1.58176  0.05
N 0.74530 -0.89617 -1.77439  0.08
C 0.14875 -1.02535 -0.63724  -0.35
N -0.51524 -2.27696 -0.45301  0.00
H 0.02529 -0.30011 0.23676  0.11
H 0.04561 -3.04881 -0.59361  0.03
H -1.23546 -2.12983 -1.17544  0.08
C -0.13123 2.47665 1.46721  -0.11
O 0.82593 1.99003 0.86526  -0.04
H -0.01728 3.07312 2.38547  0.08
H -1.14954 2.12958 1.26075  0.08

Forces on atoms 1 to 3 (eV/Å):
-0.4 -0.6 -1.2
0.7 2.4 3.1
0.7 -1.0 -0.7

***

# C2H6N2O

A single C2H6N2O molecule at a distorted geometry (ωB97M-V/def2-TZVPD, OMol25).

As for the HOMO energy: -9.06 eV. Its SMILES is N/N=C\CO. For the frontier orbital gap, the calculation gives 0.3564 hartree.

Each line ends with the Löwdin charge.
Cartesian coordinates (Å):
N 0.86911 -0.76243 1.13054  -0.01
N 0.46070 -1.19675 -0.11014  -0.06
C -0.14159 -0.44894 -0.98779  -0.23
C -0.95145 0.55273 -0.49528  -0.23
O 0.03527 1.66921 -0.19975  -0.23
H 0.21601 -0.04246 1.52861  0.09
H 1.42210 -1.53344 1.57518  0.12
H -0.24865 -0.98760 -1.87807  0.09
H -1.57613 1.15786 -1.12604  0.11
H -1.22790 0.36696 0.63716  0.13
H 1.14253 1.22486 -0.07442  0.22

Forces on atoms 1 to 3 (eV/Å):
-1.2 -0.2 -1.4
2.8 -0.2 -0.7
0.3 -4.7 1.8

***

# C2H6N2O

A single C2H6N2O molecule at a distorted geometry (ωB97M-V/def2-TZVPD, OMol25).

As for the HOMO energy: -8.47 eV. Its SMILES is C/N=C/NO. For the frontier orbital gap, the calculation gives 0.3487 hartree.

Each line ends with the Löwdin charge.
Cartesian coordinates (Å):
C -1.47448 0.77787 -0.40322  -0.16
N -0.15544 0.23166 -0.36874  -0.07
C 0.19844 -0.50702 0.57617  -0.27
N 1.37969 -1.09025 0.32580  -0.14
O 2.23346 -0.54519 -0.55385  -0.10
H -2.25547 0.33577 0.26960  0.07
H -1.31019 1.83254 -0.17886  0.06
H -2.03592 0.72132 -1.46625  0.11
H -0.21175 -0.74830 1.56355  0.15
H 2.03910 -1.28612 1.17532  0.18
H 1.59256 0.27773 -0.93952  0.17

Forces on atoms 1 to 3 (eV/Å):
-2.0 0.7 -1.7
-1.8 0.6 -1.0
0.8 -0.3 0.0

***

# C2H6N2O

An isolated ion of composition C2H6N2O and charge +1 at a distorted geometry (ωB97M-V/def2-TZVPD, OMol25).

As for the HOMO energy (spin up / spin down): -16.39 / -15.93 eV. The spin multiplicity is 2. The net charge is +1. For the frontier orbital gap (spin up / spin down), the calculation gives 0.4560 / 0.2507 hartree.

Each line ends with the Löwdin charge.
Cartesian coordinates (Å):
O 0.23274 0.27994 2.08866  0.16
C 0.79617 -0.41612 1.31074  -0.23
N 0.82779 -0.06193 -0.08370  0.13
C -0.22227 0.66745 -0.75173  -0.21
N -1.36268 -0.20586 -0.81738  0.21
H 1.33357 -1.34183 1.56059  0.16
H 1.74265 -0.08192 -0.55133  0.18
H 0.14035 0.95781 -1.73492  0.15
H -0.40361 1.55257 -0.13075  0.16
H -1.12177 -1.20384 -0.90684  0.14
H -1.96293 -0.14627 0.01666  0.14

Forces on atoms 1 to 3 (eV/Å):
-0.4 0.0 -0.1
0.2 -0.1 0.3
0.2 0.2 -0.9

***

# C2H6N2O2

A single C2H6N2O2 molecule at a distorted geometry (ωB97M-V/def2-TZVPD, OMol25).

As for the HOMO energy: -8.79 eV. Its SMILES is CO/C(O)=N/N. For the frontier orbital gap, the calculation gives 0.3569 hartree.

Each line ends with the Löwdin charge.
Cartesian coordinates (Å):
C 0.27498 1.95826 -0.02928  0.10
O 0.81442 0.81328 1.15716  0.01
C 0.32764 -0.31722 0.75920  -0.59
O 0.67771 -1.41869 1.43313  0.11
N -0.31570 -0.37097 -0.37971  -0.05
N -0.68595 -1.65539 -0.77553  -0.04
H -0.76214 2.13536 0.23924  0.07
H 0.93019 2.73522 0.35242  0.07
H 0.47270 1.79980 -1.08402  0.07
H 0.25808 -2.14508 0.93024  0.10
H -1.69814 -1.68674 -0.90470  0.08
H -0.29379 -1.84782 -1.69815  0.08

Forces on atoms 1 to 3 (eV/Å):
1.4 -0.1 2.8
-1.1 2.1 -2.3
-0.1 -1.9 -2.4

***

# C2H6N2O2

A single C2H6N2O2 molecule at a distorted geometry (ωB97M-V/def2-TZVPD, OMol25).

As for the HOMO energy: -8.42 eV. Its SMILES is COO/C=N/N. For the frontier orbital gap, the calculation gives 0.3279 hartree.

Each line ends with the Löwdin charge.
Cartesian coordinates (Å):
C -2.31522 -0.02431 -1.38244  -0.12
O -1.17331 0.66603 -1.00838  -0.10
O -0.51424 -0.25547 0.07865  -0.04
C 0.63173 0.17430 0.58172  -0.27
N 1.55705 -0.67107 0.82771  -0.03
N 2.63666 -0.29029 1.53088  -0.02
H -2.57675 -0.67683 -0.52562  0.10
H -3.11147 0.70172 -1.54551  0.09
H -2.13531 -0.68387 -2.24353  0.09
H 0.72046 1.25794 0.75078  0.14
H 3.42188 -0.90889 1.37882  0.08
H 2.85852 0.71073 1.55692  0.09

Forces on atoms 1 to 3 (eV/Å):
-0.3 -1.4 0.7
2.3 0.1 1.4
-2.3 -0.5 -1.2

***

# C2H6N2O2

A single C2H6N2O2 molecule at a distorted geometry (ωB97M-V/def2-TZVPD, OMol25).

As for the HOMO energy: -9.61 eV. Its SMILES is NC(=O)[C@H](N)O. For the frontier orbital gap, the calculation gives 0.3813 hartree.

Each line ends with the Löwdin charge.
Cartesian coordinates (Å):
N 1.67938 -0.35132 0.46251  0.19
C 0.57677 0.41098 0.35345  -0.48
O 0.50505 1.58962 0.75230  0.04
C -0.79153 -0.26490 0.23270  -0.41
N -0.59698 -0.38490 -1.28077  0.06
O -1.71613 0.63106 0.66195  -0.08
H 1.62472 -1.32237 0.20085  0.11
H 2.57463 0.11066 0.40997  0.12
H -0.85366 -1.26198 0.68512  0.15
H -0.85603 0.47617 -1.74945  0.08
H -1.15230 -1.14060 -1.66160  0.06
H -0.99392 1.50758 0.93298  0.18

Forces on atoms 1 to 3 (eV/Å):
0.1 0.5 -0.7
-0.5 0.0 4.4
0.9 -0.2 -1.3

***

# C2H6N2O2

A 2-piece molecular cluster, C2H6N2O2 overall at a distorted geometry (ωB97M-V/def2-TZVPD, OMol25).

As for the HOMO energy: -9.82 eV. Its SMILES is NC=O.NC=O. For the frontier orbital gap, the calculation gives 0.3906 hartree.

Each line ends with the Löwdin charge.
Cartesian coordinates (Å):
N 1.97158 -2.28084 3.08695  0.10
C 1.77155 -1.56712 1.87546  -0.32
O 1.63632 -0.30689 1.84450  -0.04
H 1.71533 -3.10494 3.49533  0.04
H 2.08868 -1.61177 3.87310  0.11
H 1.41113 -2.17772 1.06407  0.11
N -2.12189 1.32925 -2.17808  0.10
C -1.56691 2.38757 -2.82162  -0.42
O -0.48908 2.95341 -2.61554  -0.01
H -2.83855 0.74867 -2.53457  0.07
H -1.48938 0.87725 -1.43243  0.15
H -2.08876 2.75313 -3.65717  0.10

Forces on atoms 1 to 3 (eV/Å):
1.5 5.6 -0.5
-2.5 2.5 2.5
1.4 -4.2 0.1

***

# C2H6N2O2

C2H6N2O2 as an isolated structure at a distorted geometry (ωB97M-V/def2-TZVPD, OMol25).

As for the HOMO energy: -8.90 eV. For the frontier orbital gap, the calculation gives 0.3281 hartree.

Each line ends with the Löwdin charge.
Cartesian coordinates (Å):
C 0.45919 0.03371 0.52968  -0.22
C -0.84180 -0.70805 0.74283  -0.10
N 1.05976 0.46323 -1.03423  -0.05
O 0.55985 -0.33037 -2.04526  -0.04
N 0.00498 1.56662 -0.42316  -0.07
O 0.49266 2.49109 0.21507  -0.07
H -0.38896 -0.52897 -1.94064  0.09
H 0.95538 0.40418 1.43238  0.12
H 1.23553 -0.70447 0.09693  0.13
H -1.52784 -0.10199 1.34282  0.08
H -1.34106 -0.94388 -0.20099  0.06
H -0.66768 -1.64109 1.28456  0.08

Forces on atoms 1 to 3 (eV/Å):
1.9 -4.2 -1.1
-0.2 0.4 0.1
-1.0 3.3 0.9

***

# C2H6N2O2

A single C2H6N2O2 molecule at a distorted geometry (ωB97M-V/def2-TZVPD, OMol25).

As for the HOMO energy: -8.42 eV. Its SMILES is CN(O)/C=N/O. For the frontier orbital gap, the calculation gives 0.3426 hartree.

Each line ends with the Löwdin charge.
Cartesian coordinates (Å):
C -1.28579 1.25308 0.10614  -0.10
N -0.93230 -0.02352 -0.25217  -0.27
O -1.86323 -0.94520 0.17611  -0.02
C 0.39377 -0.45727 0.01446  -0.17
N 1.29815 0.32910 -0.21482  -0.01
O 2.51383 -0.20487 0.11405  -0.05
H -0.96223 1.53795 1.11741  0.10
H -2.31716 1.36512 -0.08960  0.08
H -0.82330 1.94955 -0.61656  0.10
H -1.83668 -1.57934 -0.54080  0.10
H 0.49114 -1.56326 0.11148  0.16
H 3.03460 0.57659 0.24207  0.08

Forces on atoms 1 to 3 (eV/Å):
0.8 2.8 -0.2
2.2 -2.1 -0.9
-0.6 -1.1 0.6

***

Energy relative to the best compared isomer or geometry (same formula, charge and spin) (computed, kJ/mol): 292.82 484.50 383.15 90.83 298.81 549.82 137.73 147.12 840.23 475.65
M (computed, g/mol): 74.083 74.083 74.083 74.083 90.082 90.082 90.082 90.082 90.082 90.082